Entry 1:
100
Properties=species:S:1:pos:R:3:forces:R:3:lowdin_charge:R:1 method="wB97M-V/def2-TZVPD" homo_lumo_gap_ev=4.31 total_charge=-2 e_above_lowest_kcal_mol=30.2 spin_multiplicity=1 total_energy_ev=-184602.9334
Cs -1.345738 -1.173255 0.875824 -0.33 1.06 0.93 0.9505
C -4.007445 -0.364510 -4.628296 -0.18 0.01 -0.23 -0.4508
Se -3.087757 -0.283818 -2.932388 0.25 0.08 0.20 0.8885
C -4.412588 -1.277836 -1.918673 0.02 -0.27 0.05 -0.5802
C -5.769392 -0.625972 -1.743254 -0.07 -0.17 -0.12 -0.5850
Se -5.688103 1.053316 -0.778037 0.43 0.19 0.07 0.9187
C -7.587252 1.358005 -0.809528 -0.39 -0.01 0.04 -0.4613
H -4.243848 -1.398129 -4.882267 0.00 0.01 0.00 0.0179
H -3.332501 0.038037 -5.382098 0.00 0.00 0.01 0.0060
H -4.918860 0.232408 -4.623037 0.00 0.00 0.01 0.0095
H -3.947016 -1.505039 -0.960101 -0.02 0.02 0.12 0.0307
H -4.540753 -2.244006 -2.412229 0.01 0.03 -0.02 0.0686
H -6.403145 -1.306536 -1.169394 -0.01 0.04 0.00 0.0707
H -6.250344 -0.441700 -2.707421 0.03 -0.02 0.01 0.0506
H -8.115463 0.515026 -0.364125 0.00 0.01 -0.01 0.0166
H -7.943728 1.521869 -1.826549 0.00 -0.01 0.01 0.0113
H -7.791445 2.245523 -0.213498 0.02 0.01 -0.01 0.0082
N -3.426210 -5.448035 1.628305 -0.01 -0.04 -0.04 0.0532
C -2.639915 -4.216879 1.895457 0.03 0.10 -0.24 -0.8044
O -2.688455 -3.336303 0.908794 -0.64 -1.29 0.08 -0.5302
C -2.604860 -3.821048 3.346952 0.05 -0.02 0.03 -0.1009
C -1.352052 -4.441476 2.709074 -0.09 -0.05 0.08 -0.1193
H -3.258768 -5.623720 0.641169 -0.04 -0.01 0.01 0.0449
H -3.030162 -6.237933 2.132438 0.02 0.02 0.01 0.0339
H -3.154515 -4.422714 4.064695 0.02 -0.01 0.02 0.0783
H -2.562734 -2.762315 3.582845 -0.06 -0.04 -0.08 0.0714
H -1.081611 -5.452340 3.006111 0.01 0.01 0.04 0.0631
H -0.498796 -3.789051 2.547242 -0.06 0.00 -0.06 0.0551
C -1.902561 2.819681 -0.175522 0.04 0.03 -0.10 -0.1222
N -1.620729 2.418842 1.176462 -0.11 -0.19 0.01 -0.2701
C -0.290939 2.798237 1.569788 0.10 0.04 0.00 -0.1138
C -2.648800 2.843451 2.113239 -0.01 0.10 0.00 -0.2139
C -2.516763 2.198871 3.480453 0.03 0.03 -0.22 -0.3207
C -2.150358 3.003684 4.558383 -0.03 -0.08 0.07 -0.1161
C -1.992637 2.450603 5.828197 -0.02 -0.03 -0.08 -0.1628
C -2.202445 1.084262 5.974175 0.00 0.04 -0.02 -0.1667
C -2.567598 0.309553 4.868650 0.00 0.05 0.03 -0.2005
C -2.756146 0.807538 3.562133 0.10 -0.10 0.25 -0.0984
H -1.891480 3.925118 -0.301233 0.00 0.00 0.00 0.0775
H -2.887220 2.459696 -0.481105 -0.01 0.01 0.02 0.0418
H -1.158711 2.383898 -0.847153 0.01 -0.02 0.03 0.0587
H -0.149285 3.901943 1.555205 0.00 0.00 0.01 0.0810
H 0.423999 2.338522 0.883855 -0.03 0.00 -0.02 0.0464
H -0.086504 2.447091 2.582273 -0.01 0.00 0.00 0.0825
H -3.609001 2.543335 1.684354 0.00 0.01 0.01 0.0958
H -2.647241 3.954667 2.200104 -0.01 -0.01 0.00 0.1060
H -1.981308 4.069384 4.407202 0.01 0.01 0.01 0.0818
H -1.706890 3.069658 6.673449 0.00 0.00 0.00 0.0679
H -2.080483 0.620372 6.951890 0.00 0.00 0.01 0.0687
H -2.714293 -0.755849 5.061651 -0.02 0.00 -0.03 0.0460
N 0.483168 -0.030987 -0.682737 1.08 0.47 -0.81 -0.5006
P 1.974771 -0.223012 -0.859090 -0.97 0.23 -0.01 0.4691
N 2.801673 1.047276 -1.682864 0.26 -0.12 0.01 -0.2044
C 4.196265 1.411079 -1.489557 0.00 0.06 -0.02 -0.2438
C 4.636391 2.400243 -2.564012 0.04 0.01 -0.02 -0.1958
C 3.848206 3.715198 -2.460551 0.01 0.00 -0.03 -0.2067
C 2.434405 3.452924 -1.919697 -0.05 0.06 0.02 -0.1859
C 1.962255 2.059616 -2.308975 -0.02 0.00 0.02 -0.2423
N 2.412200 -1.678683 -1.634753 0.47 -0.04 0.03 -0.2320
C 3.768686 -1.972492 -2.046033 -0.07 -0.14 0.02 -0.2405
C 4.017237 -1.599501 -3.507127 0.01 0.08 0.03 -0.1969
C 2.993601 -2.300531 -4.397087 0.02 -0.09 -0.02 -0.2196
C 1.571497 -2.009070 -3.922172 -0.07 0.04 -0.04 -0.1875
C 1.411422 -2.344824 -2.440828 -0.02 -0.02 0.00 -0.2307
N 3.020463 -0.326715 0.504818 0.30 -0.17 0.26 -0.2079
C 2.823630 0.811318 1.408989 -0.07 -0.07 -0.13 -0.2447
C 3.931639 0.871024 2.449083 0.06 0.06 0.00 -0.1915
C 3.977382 -0.424161 3.251575 -0.07 0.00 0.07 -0.2149
C 4.056054 -1.622572 2.313374 0.09 -0.04 -0.02 -0.1960
C 2.944697 -1.571344 1.275217 -0.13 0.16 -0.11 -0.2281
H 4.835553 0.528361 -1.520038 -0.03 -0.04 -0.04 0.0904
H 4.378542 1.865349 -0.500294 0.01 0.02 -0.02 0.1002
H 4.472125 1.940216 -3.543075 -0.01 0.00 0.01 0.0991
H 5.711530 2.584685 -2.477309 -0.01 0.01 0.00 0.0999
H 3.789603 4.187046 -3.446449 0.01 -0.01 -0.01 0.0953
H 4.379042 4.420347 -1.813795 -0.01 -0.01 0.03 0.0963
H 1.732209 4.209747 -2.279198 0.01 -0.01 -0.01 0.1043
H 2.426331 3.516211 -0.827584 0.00 0.00 0.00 0.1034
H 1.968223 1.965804 -3.408447 0.01 0.02 -0.02 0.1081
H 0.940952 1.869266 -1.971885 0.01 -0.02 0.01 0.0663
H 3.951031 -3.056001 -1.926029 -0.02 0.01 -0.03 0.1136
H 4.466447 -1.470921 -1.375272 -0.01 0.05 0.00 0.0883
H 5.039553 -1.861136 -3.803300 0.00 -0.02 0.00 0.1011
H 3.904272 -0.514659 -3.601546 0.00 0.00 -0.02 0.0924
H 3.167316 -3.384715 -4.345083 0.00 0.01 0.00 0.1035
H 3.127339 -2.013349 -5.444814 -0.01 0.03 0.00 0.0961
H 0.843975 -2.572177 -4.515897 0.01 0.00 0.00 0.1028
H 1.345230 -0.945348 -4.053726 0.01 0.01 0.02 0.1105
H 1.504117 -3.433597 -2.298598 0.03 -0.01 -0.03 0.1171
H 0.433437 -2.034567 -2.074747 0.00 0.04 0.00 0.0806
H 1.845136 0.726356 1.903909 0.01 0.01 0.04 0.1107
H 2.782963 1.731311 0.822307 0.02 -0.02 0.02 0.0885
H 3.766856 1.725962 3.111085 -0.01 0.01 0.00 0.1068
H 4.889180 1.026299 1.937874 0.00 -0.01 0.01 0.1043
H 3.058437 -0.500396 3.844187 0.01 0.00 -0.01 0.1150
H 4.810466 -0.421561 3.961193 0.02 0.00 -0.02 0.0979
H 3.990772 -2.558245 2.876764 -0.01 0.00 0.00 0.1040
H 5.019052 -1.618261 1.788527 0.00 0.00 0.02 0.1073
H 1.969184 -1.644493 1.785956 0.01 -0.01 0.02 0.1108
H 3.006340 -2.416445 0.593251 0.03 -0.02 -0.04 0.1018



Entry 2:
107
Properties=species:S:1:pos:R:3:forces:R:3:lowdin_charge:R:1 method="wB97M-V/def2-TZVPD" homo_lumo_gap_ev=8.03 smiles="CCC(=O)OCC[C@@]1(CCC(F)=C(F)F)OC(=O)O[C@]1(CCOC(C)=O)CCC(=O)O.COC[C@@H](C)N.COC[C@@H](C)N.COC[C@@H](C)N" spin_multiplicity=1 total_energy_ev=-70263.9306
C 6.044718 2.036893 -0.535280 -0.40 0.27 -1.11 -0.1391
C 4.832276 2.655644 0.378499 0.64 -0.33 -1.16 -0.1397
C 3.736172 1.561539 0.915650 -5.47 2.65 3.97 -0.2456
O 2.633529 2.073360 1.530055 7.06 -3.46 -4.01 -0.0321
O 3.845393 0.096083 0.843358 -0.65 3.29 -1.32 -0.0837
C 3.523956 -0.245682 -0.550950 1.45 -0.67 -2.30 -0.2008
C 2.626290 -1.597944 -0.753118 -0.75 0.91 1.31 -0.0330
C 1.440218 -1.468382 -1.909298 -1.70 -1.58 0.54 -0.2422
C 1.848581 -1.596851 -3.491788 1.01 -0.19 -0.15 -0.0795
C 2.893284 -0.471492 -4.050968 -0.24 0.37 -1.05 -0.0884
C 2.205006 0.915176 -4.598945 0.03 2.75 1.04 -0.0516
F 1.294932 0.787645 -5.779805 3.19 0.57 3.30 -0.0479
C 2.430753 2.287948 -4.075594 -0.56 -1.63 -2.43 -0.0289
F 2.282611 3.425037 -5.056201 0.20 -3.49 4.10 -0.0238
F 2.837624 2.663232 -2.703139 -0.95 -1.14 -4.86 -0.0258
O 0.754392 -2.789974 -1.702720 -2.73 -0.86 0.86 -0.0662
C -0.535311 -2.783420 -0.975720 -1.34 -1.68 -0.24 -0.2257
O -1.385630 -3.803983 -0.836930 6.17 7.31 -0.78 0.0408
O -0.613482 -1.381200 -0.511838 0.43 -3.43 -1.56 -0.0391
C 0.099900 -0.541292 -1.531551 -1.02 0.64 0.49 -0.2534
C 0.316291 0.848139 -0.690864 0.41 -0.54 1.21 -0.0444
C -1.108044 1.532540 -0.165564 0.24 -0.57 1.05 -0.0948
O -1.155101 2.923916 -0.678513 1.24 1.16 2.78 -0.1245
C -0.626663 3.873004 0.314232 -1.45 1.92 4.35 -0.2570
C 0.793708 4.645296 -0.099608 -0.47 0.31 -0.79 -0.0144
O -1.206287 4.191843 1.482487 3.43 -2.52 -7.77 -0.0170
C -1.092457 -0.459245 -2.701902 -0.30 0.19 0.46 -0.0728
C -1.097325 0.955111 -3.529604 -0.63 -0.11 -1.33 -0.0764
C -2.522329 1.801670 -3.413477 -4.86 -0.78 1.74 -0.2653
O -3.689279 1.291371 -3.013647 7.72 3.05 -2.73 -0.0097
O -2.526909 3.230632 -3.834360 1.39 -3.05 1.52 -0.0085
H 6.757111 2.940425 -0.850779 -1.41 -2.13 0.92 0.0965
H 5.597506 1.636643 -1.563770 0.92 0.80 2.22 0.0696
H 6.630412 1.149019 -0.046551 -1.10 1.92 -0.75 0.0915
H 4.233787 3.406155 -0.327640 1.11 -1.65 1.77 0.1257
H 5.344743 3.292247 1.234781 -1.59 -1.61 -1.42 0.1390
H 3.070368 0.683088 -1.099531 0.55 -1.83 1.04 0.1069
H 4.570327 -0.456895 -1.085838 -2.17 0.51 1.04 0.1299
H 3.296180 -2.560663 -0.883609 -1.46 2.09 -0.14 0.1473
H 2.036303 -1.764664 0.271166 1.16 0.40 -2.27 0.1547
H 2.396214 -2.651250 -3.608208 -1.20 2.34 0.42 0.1520
H 0.940079 -1.632641 -4.236022 1.62 0.15 1.80 0.1275
H 3.758808 -0.174190 -3.322687 -1.82 -0.49 -1.21 0.1139
H 3.429034 -0.960793 -5.000200 -1.27 1.29 1.93 0.1496
H 1.025738 1.633912 -1.217741 -1.78 -1.56 0.84 0.1144
H 0.888154 0.541731 0.311701 -1.11 0.55 -2.27 0.1336
H -1.158455 1.606201 1.024264 0.32 -0.49 -2.74 0.1294
H -2.060379 0.932991 -0.487247 1.88 1.41 0.31 0.1449
H 0.612201 5.822182 -0.070003 0.28 -2.67 0.22 0.1039
H 1.126539 4.406749 -1.208462 -0.86 0.23 2.28 0.0738
H 1.680594 4.353009 0.617381 -2.10 0.43 -1.22 0.0828
H -1.070323 -1.410739 -3.420582 0.17 2.22 1.54 0.1413
H -2.111941 -0.571946 -2.092730 2.29 0.45 -1.44 0.1440
H -0.188110 1.664171 -3.310389 -1.92 -1.41 -0.21 0.1022
H -1.013801 0.661882 -4.683829 -0.25 0.94 2.42 0.1326
H -1.662335 3.680302 -3.579724 -1.35 -1.19 -0.47 0.1137
C -1.143049 -2.200209 -9.836335 -0.15 -0.03 -0.28 -0.0744
C 0.079829 -1.375459 -9.438359 -0.19 -0.22 0.37 -0.4274
C 1.213136 -2.214919 -8.804943 0.04 0.34 0.12 -0.1966
O 0.969719 -2.606001 -7.449724 0.16 -0.11 -0.53 -0.2122
C 0.125129 -3.738124 -7.311050 -0.01 0.13 0.41 -0.1067
N -0.349042 -0.287092 -8.547103 0.40 -0.10 0.20 0.0389
H -1.767530 -2.469711 -8.980946 0.14 0.05 -0.03 0.0648
H -1.777747 -1.628984 -10.523126 0.13 -0.05 0.16 0.0785
H -0.846139 -3.121684 -10.347935 -0.03 0.07 0.06 0.0781
H 0.478596 -0.928438 -10.357344 0.09 -0.02 0.16 0.1353
H 2.114298 -1.592619 -8.772390 -0.09 -0.02 0.12 0.1182
H 1.461947 -3.086667 -9.420903 -0.15 -0.11 0.03 0.1177
H 0.268032 -4.464355 -8.116580 -0.04 0.09 -0.04 0.0917
H -0.917901 -3.421300 -7.260485 -0.09 -0.20 -0.14 0.0751
H 0.364873 -4.224205 -6.360494 0.07 0.08 -0.11 0.0862
H 0.451116 0.321630 -8.368622 -0.21 -0.01 -0.09 0.0630
H -0.543002 -0.703571 -7.631033 -0.05 0.12 -0.32 0.0638
C -3.904753 0.519612 5.900869 0.00 0.02 0.29 -0.0732
C -3.739891 -0.579249 4.852368 -0.02 0.47 -0.18 -0.4260
C -2.465170 -0.426602 3.990928 -0.27 -0.17 -0.30 -0.1947
O -2.550230 0.591149 2.988049 0.31 -0.44 0.54 -0.2044
C -2.319034 1.906206 3.469126 -0.13 0.17 -0.42 -0.0984
N -4.951417 -0.629373 4.020202 0.28 -0.09 -0.33 0.0348
H -4.258697 1.461295 5.473956 0.05 -0.14 -0.09 0.0650
H -4.641738 0.217333 6.653399 0.13 0.01 -0.16 0.0775
H -2.960223 0.712202 6.420271 -0.14 -0.03 -0.02 0.0654
H -3.656755 -1.529742 5.393689 0.06 0.02 -0.15 0.1328
H -2.314829 -1.364093 3.444193 -0.06 0.12 -0.07 0.1195
H -1.573255 -0.284855 4.611937 -0.01 0.18 0.09 0.1129
H -1.575140 1.930627 4.270835 -0.07 -0.07 0.06 0.0973
H -3.257704 2.351622 3.802815 0.09 0.13 0.19 0.0816
H -1.949199 2.510868 2.635510 -0.13 -0.14 0.26 0.0407
H -4.881209 -1.430788 3.391350 -0.11 0.10 0.17 0.0721
H -4.918493 0.176053 3.387378 -0.07 -0.20 0.27 0.0725
C -0.390517 -2.104223 10.696643 0.22 -0.10 0.21 -0.0766
C -0.285711 -1.721478 9.221329 -0.44 0.02 0.13 -0.4294
C -0.889942 -0.335855 8.896907 -0.11 -0.18 -0.28 -0.1959
O -2.320534 -0.311841 8.856324 0.62 0.18 0.27 -0.2114
C -2.939786 -0.225096 10.130398 -0.34 -0.09 -0.28 -0.1031
N -0.900221 -2.782348 8.409083 -0.15 0.34 -0.23 0.0361
H -1.394255 -2.432585 10.977691 0.07 0.08 -0.12 0.0641
H 0.287932 -2.934902 10.921364 -0.13 0.12 -0.10 0.0768
H -0.111448 -1.264332 11.341399 -0.05 -0.07 -0.05 0.0776
H 0.782601 -1.677821 8.976015 -0.13 0.07 -0.09 0.1342
H -0.564026 -0.054699 7.889365 -0.14 -0.05 0.02 0.1162
H -0.508566 0.438620 9.572182 -0.07 -0.04 0.16 0.1177
H -2.360690 0.380682 10.833529 0.06 -0.08 -0.02 0.0907
H -3.106760 -1.225626 10.532771 0.05 0.06 0.24 0.0739
H -3.920772 0.241301 9.998302 0.16 0.00 -0.08 0.0891
H -0.735279 -2.574000 7.423164 0.05 -0.14 0.17 0.0686
H -1.916120 -2.689892 8.507380 0.32 -0.10 0.05 0.0718